Molecular formula: C5H10O
Method: DFT, ωB97M-V/def2-TZVPD

Structure (XYZ):
```
16
C5H10O | OMol25 | ωB97M-V/def2-TZVPD
C 1.044 -1.127 -1.525
C 0.622 -0.045 -0.548
O -0.819 0.443 -0.938
C 0.493 -0.427 0.832
C -0.164 0.619 1.701
C -1.400 0.723 0.910
H 0.410 -2.011 -1.402
H 2.083 -1.415 -1.342
H 0.960 -0.786 -2.562
H 1.201 0.881 -0.708
H -0.784 1.237 -1.513
H 0.261 -1.469 1.045
H -0.353 0.232 2.708
H 0.382 1.568 1.777
H -1.824 1.666 0.563
H -2.113 -0.088 1.000
```

The calculation puts the relative energy (zero: lowest compared OMol25 entry of this formula, charge and spin) at 442.5 kJ/mol. For the HOMO energy (spin up / spin down), the calculation gives -6.48 / -6.48 eV. The calculation puts the energy at -271.584087 a.u.

Molecular formula: C5H10O
Method: DFT, ωB97M-V/def2-TZVPD

Structure (XYZ):
```
16
C5H10O | OMol25 | ωB97M-V/def2-TZVPD
C -1.332 1.945 -0.951
C -0.171 -0.671 0.777
O -1.207 -0.057 1.389
C 1.236 -0.200 0.492
C 1.435 -1.630 -0.101
C -0.021 -1.886 0.241
H -1.276 2.566 -1.849
H -0.977 2.534 -0.099
H -2.361 1.623 -0.773
H -1.036 0.894 1.402
H 1.315 0.607 -0.247
H 1.859 0.047 1.360
H 2.165 -2.231 0.453
H 1.694 -1.645 -1.166
H -0.674 -2.739 0.094
H -0.704 1.059 -1.079
```

The calculation puts the relative energy (zero: lowest compared OMol25 entry of this formula, charge and spin) at 173.1 kJ/mol. For the HOMO energy, the calculation gives -8.60 eV. Its SMILES is OC1=CCC1.C. The calculation puts the energy at -271.686689 a.u.

Molecular formula: C5H10O
Method: DFT, ωB97M-V/def2-TZVPD

Structure (XYZ):
```
16
C5H10O | OMol25 | ωB97M-V/def2-TZVPD
C 2.122 -0.728 -0.068
C 0.590 -0.786 0.059
C -0.260 0.538 0.027
C 0.230 1.753 0.030
C -1.795 0.317 -0.116
H 2.322 -0.101 -0.979
H 2.484 -0.261 0.922
H 2.643 -1.670 -0.317
H 0.288 -1.244 1.055
H 0.160 -1.470 -0.763
H -0.434 2.627 -0.127
H 1.346 1.921 0.164
H -2.304 0.698 0.796
H -2.260 0.766 -0.990
H -3.054 -1.258 0.338
O -2.076 -1.102 -0.031
```

The calculation puts the relative energy (zero: lowest compared OMol25 entry of this formula, charge and spin) at 183.5 kJ/mol. For the HOMO energy, the calculation gives -9.28 eV. Its SMILES is C=C(CC)CO. The calculation puts the energy at -271.682730 a.u.

Molecular formula: C5H10O
Method: DFT, ωB97M-V/def2-TZVPD

Structure (XYZ):
```
16
C5H10O | OMol25 | ωB97M-V/def2-TZVPD
C -0.767 0.062 -1.290
C -0.457 0.417 0.108
O -1.335 1.453 0.370
C 1.167 0.496 -0.058
C 1.239 -0.824 0.729
C -0.234 -0.684 1.162
H -0.363 -0.908 -1.629
H -0.481 0.882 -1.955
H -2.131 0.314 -1.266
H -2.126 1.130 -0.366
H 1.669 0.490 -1.050
H 1.482 1.380 0.478
H 1.979 -0.843 1.530
H 1.406 -1.695 0.085
H -0.324 -0.259 2.168
H -0.867 -1.575 1.098
```

The calculation puts the relative energy (zero: lowest compared OMol25 entry of this formula, charge and spin) at 317.6 kJ/mol. For the HOMO energy, the calculation gives -9.66 eV. The calculation puts the energy at -271.631641 a.u.

Molecular formula: C5H10O
Method: DFT, ωB97M-V/def2-TZVPD

Structure (XYZ):
```
16
C5H10O | OMol25 | ωB97M-V/def2-TZVPD
C 2.045 0.055 -0.666
C 1.063 0.201 0.465
C -0.241 0.840 0.202
C -2.380 -0.625 0.457
O -2.480 -0.664 -0.858
C -0.082 -0.782 0.539
H 2.587 0.992 -0.844
H 1.526 -0.213 -1.597
H 2.771 -0.739 -0.450
H 1.513 0.455 1.423
H -0.456 1.166 -0.820
H -0.657 1.494 0.972
H -2.464 0.319 1.036
H -2.398 0.235 -1.230
H -0.302 -1.157 1.540
H -0.008 -1.577 -0.213
```

The calculation puts the relative energy (zero: lowest compared OMol25 entry of this formula, charge and spin) at 514.9 kJ/mol. For the HOMO energy, the calculation gives -7.50 eV. The calculation puts the energy at -271.556488 a.u.

Molecular formula: C5H10O
Method: DFT, ωB97M-V/def2-TZVPD

Structure (XYZ):
```
16
C5H10O | OMol25 | ωB97M-V/def2-TZVPD
C -1.628 0.586 -0.207
C -0.551 -0.054 0.643
C -0.325 -1.438 0.095
O 1.055 -1.427 0.491
C 1.002 0.025 0.610
C 1.644 0.769 -0.548
H -2.196 1.396 0.253
H -2.329 -0.256 -0.355
H -1.255 0.886 -1.193
H -0.857 -0.099 1.693
H -0.396 -1.467 -1.004
H -1.057 -2.164 0.481
H 1.473 0.329 1.554
H 2.728 0.612 -0.578
H 1.467 1.845 -0.425
H 1.225 0.458 -1.511
```

The calculation puts the relative energy (zero: lowest compared OMol25 entry of this formula, charge and spin) at 149.7 kJ/mol. For the HOMO energy, the calculation gives -9.62 eV. The calculation puts the energy at -271.695590 a.u.

Molecular formula: C5H10O
Method: DFT, ωB97M-V/def2-TZVPD

Structure (XYZ):
```
16
C5H10O | OMol25 | ωB97M-V/def2-TZVPD
C -0.999 -0.161 1.372
C -0.549 0.177 -0.067
C 0.005 -0.952 -0.886
C 1.474 -0.515 -0.642
C 0.906 0.813 -0.122
H -0.357 -0.939 1.897
H -1.049 0.753 2.041
H -2.009 -0.549 1.210
H -1.732 1.876 -0.351
H -0.237 -1.993 -0.607
H -0.296 -0.747 -1.921
H 2.230 -0.485 -1.429
H 2.046 -1.117 0.167
H 0.988 1.674 -0.813
H 1.122 1.213 0.887
O -1.542 0.952 -0.736
```

The calculation puts the relative energy (zero: lowest compared OMol25 entry of this formula, charge and spin) at 132.0 kJ/mol. For the HOMO energy, the calculation gives -9.63 eV. Its SMILES is CC1(O)CCC1. The calculation puts the energy at -271.702349 a.u.

Molecular formula: C5H10O
Method: DFT, ωB97M-V/def2-TZVPD

Structure (XYZ):
```
16
C5H10O | OMol25 | ωB97M-V/def2-TZVPD
C 2.278 -0.409 -0.114
C 0.773 -0.679 -0.093
C 0.047 0.261 -1.021
C -1.982 0.202 1.169
C -1.042 1.021 -0.876
O -1.942 1.155 0.129
H 2.493 0.616 0.208
H 2.817 -1.101 0.540
H 2.677 -0.528 -1.128
H 0.598 -1.719 -0.402
H 0.411 -0.597 0.934
H 0.522 0.373 -1.996
H -1.247 0.430 1.950
H -2.985 0.262 1.600
H -1.808 -0.812 0.794
H -1.334 1.688 -1.684
```

The calculation puts the relative energy (zero: lowest compared OMol25 entry of this formula, charge and spin) at 128.8 kJ/mol. For the HOMO energy, the calculation gives -8.57 eV. Its SMILES is CC/C=C\OC. The calculation puts the energy at -271.703575 a.u.

Molecular formula: C5H10O
Method: DFT, ωB97M-V/def2-TZVPD

Structure (XYZ):
```
16
C5H10O | OMol25 | ωB97M-V/def2-TZVPD
C 2.601 -0.445 0.029
O 1.470 0.190 -0.505
C 0.416 0.240 0.428
C -0.844 0.691 -0.254
C -2.165 0.341 0.369
C -1.736 -0.321 -0.910
H 2.416 -1.518 0.198
H 3.417 -0.333 -0.687
H 2.912 0.002 0.986
H 0.253 -0.755 0.883
H 0.680 0.929 1.249
H -0.770 1.663 -0.735
H -2.962 1.077 0.330
H -2.157 -0.257 1.277
H -1.432 -1.364 -0.866
H -2.239 -0.040 -1.831
```

The calculation puts the relative energy (zero: lowest compared OMol25 entry of this formula, charge and spin) at 147.2 kJ/mol. For the HOMO energy, the calculation gives -9.81 eV. Its SMILES is COCC1CC1. The calculation puts the energy at -271.696541 a.u.

Molecular formula: C5H10O
Method: DFT, ωB97M-V/def2-TZVPD

Structure (XYZ):
```
16
C5H10O | OMol25 | ωB97M-V/def2-TZVPD
C -1.023 0.281 -0.653
C -0.345 0.097 0.668
C -0.392 -1.035 -0.314
O 1.012 -1.049 -0.509
C 1.164 0.047 0.434
C 1.876 1.175 -0.278
H -2.099 0.270 -0.554
H -3.064 -1.357 0.483
H -0.629 0.943 -1.423
H -0.839 0.244 1.623
H -0.923 -1.983 -0.351
H -2.641 -1.671 1.007
H 1.705 -0.271 1.338
H 2.904 0.863 -0.474
H 1.887 2.131 0.256
H 1.407 1.316 -1.254
```

The calculation puts the relative energy (zero: lowest compared OMol25 entry of this formula, charge and spin) at 317.1 kJ/mol. For the HOMO energy, the calculation gives -9.15 eV. The calculation puts the energy at -271.631856 a.u.

Molecular formula: C5H10O
Method: DFT, ωB97M-V/def2-TZVPD

Structure (XYZ):
```
16
C5H10O | OMol25 | ωB97M-V/def2-TZVPD
C -0.312 -2.219 -0.547
C -0.443 -1.074 0.458
C 0.539 0.045 0.156
C 0.244 0.735 -1.187
C 0.665 2.264 0.368
O 0.452 1.090 1.118
H -0.480 -1.872 -1.574
H 0.693 -2.656 -0.509
H -1.033 -3.015 -0.340
H -1.459 -0.657 0.448
H -0.258 -1.434 1.477
H 1.564 -0.361 0.168
H -0.810 1.067 -1.078
H 0.844 2.020 -0.762
H -0.173 2.963 0.443
H 1.607 2.763 0.633
```

The calculation puts the relative energy (zero: lowest compared OMol25 entry of this formula, charge and spin) at 494.0 kJ/mol. For the HOMO energy, the calculation gives -8.61 eV. The calculation puts the energy at -271.564477 a.u.

Molecular formula: C5H10O
Method: DFT, ωB97M-V/def2-TZVPD

Structure (XYZ):
```
16
C5H10O | OMol25 | ωB97M-V/def2-TZVPD
C -1.482 1.130 -1.910
C -1.321 -0.191 -1.909
O 1.291 0.624 -0.246
C 0.695 0.340 0.980
C 0.307 -1.077 1.307
C 1.530 -0.447 1.928
H -1.339 1.724 -2.809
H 0.589 0.633 -0.914
H -1.762 1.669 -1.008
H -1.458 -0.779 -1.004
H -1.038 -0.734 -2.808
H 0.070 1.135 1.393
H -0.563 -1.247 1.938
H 0.472 -1.826 0.538
H 1.516 -0.195 2.984
H 2.493 -0.762 1.539
```

The calculation puts the relative energy (zero: lowest compared OMol25 entry of this formula, charge and spin) at 209.5 kJ/mol. For the HOMO energy, the calculation gives -9.72 eV. Its SMILES is OC1CC1.C=C. The calculation puts the energy at -271.672837 a.u.

Molecular formula: C5H10O
Method: DFT, ωB97M-V/def2-TZVPD

Structure (XYZ):
```
16
C5H10O | OMol25 | ωB97M-V/def2-TZVPD
O 0.954 2.587 -0.962
C 1.023 -0.315 0.177
C 0.274 -1.564 -0.355
C -0.962 -1.126 0.440
C -1.461 0.166 -0.116
C -0.278 0.176 0.823
H 1.710 2.557 -0.363
H 1.738 -0.588 0.960
H 1.520 0.322 -0.560
H 0.721 -2.517 -0.062
H 0.111 -1.568 -1.439
H -1.570 -1.762 1.074
H -1.354 0.376 -1.181
H -2.389 0.532 0.317
H 0.300 2.023 -0.527
H -0.337 0.703 1.772
```

The calculation puts the relative energy (zero: lowest compared OMol25 entry of this formula, charge and spin) at 183.8 kJ/mol. For the HOMO energy, the calculation gives -9.87 eV. Its SMILES is C1C[C@H]2C[C@@H]12.O. The calculation puts the energy at -271.682614 a.u.

Molecular formula: C5H10O
Method: DFT, ωB97M-V/def2-TZVPD

Structure (XYZ):
```
16
C5H10O | OMol25 | ωB97M-V/def2-TZVPD
C -1.255 0.466 -1.229
C -0.502 0.097 0.040
C -0.420 -1.398 0.458
C 1.128 -1.323 0.524
C 1.025 0.082 -0.066
O 1.824 0.856 -0.524
H -1.116 1.525 -1.467
H -0.892 -0.120 -2.081
H -2.328 0.274 -1.118
H -0.816 0.739 0.875
H -0.919 -1.651 1.397
H -0.781 -2.072 -0.325
H 1.541 -1.317 1.539
H 1.697 -2.036 -0.079
H 0.746 3.142 1.296
H 1.067 2.736 0.761
```

The calculation puts the relative energy (zero: lowest compared OMol25 entry of this formula, charge and spin) at 162.0 kJ/mol. For the HOMO energy, the calculation gives -9.47 eV. Its SMILES is C[C@H]1CCC1=O.[H][H]. The calculation puts the energy at -271.690919 a.u.

Molecular formula: C5H10O
Method: DFT, ωB97M-V/def2-TZVPD

Structure (XYZ):
```
16
C5H10O | OMol25 | ωB97M-V/def2-TZVPD
C 0.632 1.476 -1.532
C -0.402 1.320 -0.492
C 0.988 -0.856 1.799
C -1.284 0.138 -0.757
C -0.920 -0.785 0.409
O 0.497 -0.805 0.481
H 1.525 2.011 -1.194
H 0.112 2.161 -2.230
H 0.904 0.575 -2.106
H 2.079 -0.850 1.736
H 0.664 -1.768 2.323
H 0.657 0.022 2.372
H -1.131 -0.382 -1.719
H -2.342 0.413 -0.657
H -1.310 -1.802 0.258
H -1.340 -0.380 1.338
```

The calculation puts the relative energy (zero: lowest compared OMol25 entry of this formula, charge and spin) at 419.5 kJ/mol. For the HOMO energy, the calculation gives -8.14 eV. The calculation puts the energy at -271.592845 a.u.

Molecular formula: C5H10O
Method: DFT, ωB97M-V/def2-TZVPD

Structure (XYZ):
```
16
C5H10O | OMol25 | ωB97M-V/def2-TZVPD
C 2.328 -0.330 0.524
C -0.082 -0.092 -0.811
C -0.477 -0.088 0.616
O -0.360 -1.026 1.378
C -1.641 0.848 0.537
C -1.735 0.011 -0.778
H 2.696 -0.784 -0.400
H 2.948 -0.615 1.363
H 2.333 0.762 0.419
H 0.455 -0.969 -1.183
H 0.362 0.825 -1.239
H 1.364 -0.740 0.815
H -2.330 0.696 1.368
H -1.455 1.907 0.336
H -2.324 -0.900 -0.576
H -2.036 0.495 -1.688
```

The calculation puts the relative energy (zero: lowest compared OMol25 entry of this formula, charge and spin) at 230.7 kJ/mol. For the HOMO energy, the calculation gives -9.60 eV. The calculation puts the energy at -271.664731 a.u.